The following is a quantum chemistry calculation of a structure of composition C40H37GaN3O9S2, from OMol25.

The geometry in XYZ format:
```
92
Properties=species:S:1:pos:R:3:forces:R:3:lowdin_charge:R:1
Ga -0.068 -0.361 0.055 -0.4253 -0.2905 -0.2898 0.403
O 1.873 -0.620 1.628 0.1770 0.0249 0.1832 -0.027
C 1.836 0.368 2.658 0.0906 -0.1503 -0.0343 -0.295
C 0.581 1.242 2.416 0.2488 0.1163 -0.2479 -0.520
O 0.310 2.116 3.210 -0.1095 0.1142 0.0751 0.099
O -0.032 1.074 1.284 -0.0610 0.0016 0.1257 -0.015
C 3.053 1.284 2.482 -0.1065 0.0676 -0.0903 -0.128
C 3.424 2.175 3.485 -0.0539 0.0412 0.0138 -0.016
C 4.483 3.047 3.289 0.0279 -0.0062 -0.0205 -0.082
C 5.186 3.038 2.089 -0.0441 -0.0043 0.0266 -0.105
C 4.825 2.146 1.091 0.0003 -0.0108 0.0319 -0.081
C 3.760 1.272 1.285 0.0833 -0.0775 -0.0076 -0.019
C 1.855 -0.302 4.025 0.0962 0.0133 0.0256 -0.133
C 0.873 -0.121 4.988 -0.0740 -0.0311 0.0607 -0.013
C 0.953 -0.801 6.198 0.0300 0.0102 -0.0262 -0.064
C 2.011 -1.657 6.461 0.0427 0.0071 -0.0352 -0.099
C 3.006 -1.830 5.506 -0.0257 0.0125 0.0162 -0.088
C 2.929 -1.149 4.302 -0.0127 -0.0037 0.0376 -0.033
H 2.075 -1.476 2.018 -0.1973 -0.0377 0.0514 0.113
H 2.867 2.192 4.414 -0.0044 0.0044 -0.0145 0.122
H 4.762 3.738 4.076 -0.0087 -0.0016 -0.0076 0.096
H 6.009 3.725 1.935 0.0079 -0.0158 0.0129 0.093
H 5.371 2.123 0.156 -0.0371 -0.0087 -0.0031 0.104
H 3.481 0.569 0.509 0.0010 0.0475 -0.0325 0.110
H 0.039 0.535 4.786 0.0671 -0.0683 0.0542 0.099
H 0.171 -0.664 6.934 0.0058 -0.0003 -0.0055 0.103
H 2.065 -2.186 7.404 -0.0031 -0.0043 -0.0027 0.094
H 3.845 -2.486 5.702 -0.0049 -0.0008 0.0001 0.096
H 3.725 -1.263 3.572 -0.0079 0.0136 0.0012 0.125
C -6.249 1.795 -0.580 0.0415 -0.0160 0.0182 -0.055
C -5.176 0.994 0.113 -0.0104 0.0122 -0.0550 -0.287
C -4.127 1.629 0.769 0.0336 0.0076 -0.0614 -0.036
C -3.125 0.898 1.394 -0.0281 0.0030 -0.0158 -0.042
C -3.173 -0.488 1.347 -0.1425 -0.0467 0.1583 -0.263
C -4.215 -1.145 0.701 0.0550 0.0800 -0.0239 -0.047
C -5.209 -0.399 0.092 0.0182 0.0142 -0.0730 -0.046
S -1.988 -1.431 2.285 0.3829 -0.0871 -0.0370 0.621
O -1.540 -0.533 3.317 -0.0289 -0.1140 -0.0113 -0.281
O -2.669 -2.651 2.651 0.1164 0.0693 0.0340 -0.304
N -0.707 -1.780 1.345 -0.3681 -0.2044 -0.3752 -0.176
C -0.881 -3.002 0.528 -0.0979 0.2977 0.2599 -0.148
C -1.550 -2.663 -0.796 0.0514 -0.0984 0.0984 -0.597
O -2.265 -3.444 -1.396 -0.0002 0.0625 -0.0444 0.061
O -1.261 -1.457 -1.187 0.1621 0.1749 0.0287 -0.073
H -6.291 2.814 -0.194 -0.0015 -0.0108 0.0007 0.073
H -7.231 1.337 -0.450 0.0048 0.0013 -0.0017 0.074
H -6.057 1.858 -1.654 0.0047 -0.0055 0.0103 0.074
H -4.093 2.712 0.801 -0.0009 -0.0100 0.0102 0.115
H -2.324 1.389 1.933 -0.0547 -0.0082 -0.0460 0.109
H -4.249 -2.226 0.703 -0.0070 -0.0051 0.0044 0.117
H -6.030 -0.907 -0.404 0.0100 0.0062 0.0027 0.112
H -1.441 -3.768 1.053 -0.0438 -0.0447 0.0282 0.110
H 0.110 -3.396 0.297 0.1133 -0.0643 0.0071 0.114
C -1.789 -3.689 -5.317 0.0010 0.0346 0.0459 -0.054
C -0.705 -2.935 -4.593 -0.0066 0.0043 -0.0485 -0.269
C 0.196 -3.614 -3.780 -0.0332 -0.0551 0.0165 -0.012
C 1.126 -2.936 -3.012 0.0508 -0.0207 0.0079 -0.206
C 2.109 -3.678 -2.142 -0.0462 0.0198 -0.0310 -0.022
C 1.152 -1.542 -3.060 0.0119 -0.1760 0.1302 -0.076
C 0.323 -0.839 -3.923 -0.0122 0.0704 -0.0583 -0.196
C 0.435 0.658 -4.078 0.0813 -0.0758 -0.0605 -0.017
C -0.605 -1.556 -4.679 0.0113 0.0248 0.0166 -0.011
C 2.043 -0.804 -2.099 -0.3553 0.5561 -0.2418 -0.551
O 3.174 -0.476 -2.396 0.1651 -0.1569 0.0735 0.094
O 1.492 -0.477 -0.961 0.4297 -0.0912 0.2609 0.005
H -1.411 -4.620 -5.743 0.0037 0.0061 -0.0087 0.072
H -2.220 -3.091 -6.121 0.0052 -0.0116 0.0079 0.069
H -2.587 -3.947 -4.616 0.0120 0.0098 -0.0140 0.081
H 0.144 -4.697 -3.715 -0.0011 0.0078 -0.0057 0.119
H 1.937 -4.753 -2.186 -0.0118 0.0065 0.0122 0.077
H 2.039 -3.360 -1.100 -0.0198 0.0143 0.0578 0.073
H 3.133 -3.473 -2.460 -0.0012 -0.0137 -0.0135 0.088
H 1.063 0.897 -4.939 0.0002 -0.0056 -0.0165 0.095
H 0.893 1.133 -3.209 -0.0055 -0.0846 -0.1326 0.072
H -0.545 1.111 -4.245 0.1016 -0.0548 -0.0556 0.056
H -1.283 -1.011 -5.332 0.0145 -0.0069 0.0085 0.115
N -2.670 0.398 -2.295 -0.0697 -0.0025 0.0255 0.156
C -1.816 1.379 -2.022 -0.0215 0.0318 0.2397 -0.668
N -0.757 1.284 -1.250 0.0108 0.1746 -0.1148 0.088
C -0.013 2.481 -1.288 -0.1243 -0.0509 0.1018 -0.276
C 1.234 2.702 -0.710 -0.0227 -0.0168 -0.0052 0.005
C 1.840 3.937 -0.857 0.0000 0.0077 0.0288 -0.055
C 1.232 4.963 -1.579 -0.0153 -0.0255 -0.0264 -0.095
C 0.004 4.752 -2.182 -0.0083 0.0091 0.0131 -0.102
C -0.594 3.511 -2.030 0.0176 0.0249 -0.0420 -0.469
S -2.086 2.957 -2.736 -0.0866 0.0313 0.0305 1.076
H -2.382 -0.553 -2.017 -0.0039 0.0536 0.0042 0.082
H -3.417 0.557 -2.945 -0.0065 0.0035 0.0065 0.104
H 1.728 1.914 -0.166 0.0189 0.0225 -0.0469 0.086
H 2.805 4.101 -0.395 0.0061 -0.0234 -0.0028 0.101
H 1.726 5.921 -1.685 -0.0062 -0.0022 0.0193 0.097
H -0.474 5.531 -2.763 0.0043 -0.0155 0.0021 0.101
```
Forces are in eV/Å.

Summary:
Energy relative to the best compared isomer or geometry (same formula, charge and spin) in eV: 0.639
Total charge: -1
Molecular weight in g/mol: 837.6
Total energy in Ha: -5109.38812
HOMO-LUMO gap in eV: 8.22

The following is a quantum chemistry calculation of a structure of composition C40H37GaN3O9S2, from OMol25.

The geometry in XYZ format:
```
92
Properties=species:S:1:pos:R:3:forces:R:3:lowdin_charge:R:1
Ga 1.269 0.005 0.192 0.1151 -0.2307 -0.3766 0.405
O 1.827 2.149 0.781 0.0984 -0.1594 0.0039 -0.023
C 0.713 3.030 0.635 -0.3905 0.0197 0.0183 -0.298
C -0.497 2.173 0.190 -0.0306 0.1547 0.1213 -0.513
O -1.622 2.612 0.292 0.0823 -0.0381 -0.0768 0.103
O -0.206 1.009 -0.320 -0.0189 -0.2089 -0.2426 0.039
C 0.434 3.649 2.002 0.1801 0.0285 0.0323 -0.117
C 0.142 4.998 2.163 -0.0287 -0.1290 -0.0086 -0.015
C -0.054 5.522 3.433 -0.0019 0.0274 0.0212 -0.087
C 0.037 4.705 4.549 -0.0357 0.0533 0.0256 -0.101
C 0.329 3.358 4.392 -0.0008 -0.0777 -0.0115 -0.067
C 0.528 2.832 3.126 -0.0547 -0.0343 -0.0679 0.001
C 0.994 4.091 -0.425 0.1470 0.0731 -0.0257 -0.151
C 0.058 4.494 -1.370 -0.0289 -0.0427 0.0194 -0.006
C 0.365 5.502 -2.274 0.0375 0.0546 -0.0547 -0.075
C 1.605 6.120 -2.248 -0.0380 -0.0342 0.0018 -0.095
C 2.545 5.716 -1.311 0.0694 0.0241 0.0002 -0.073
C 2.240 4.713 -0.408 -0.0349 0.0479 0.0786 -0.030
H 2.417 2.256 0.000 0.0275 0.0256 -0.0026 0.042
H 0.069 5.643 1.298 0.0088 0.0147 -0.0089 0.115
H -0.263 6.579 3.549 -0.0516 -0.0115 -0.0022 0.096
H -0.126 5.115 5.538 0.0412 0.0096 0.0042 0.094
H 0.417 2.708 5.253 -0.0390 -0.0139 0.0037 0.106
H 0.760 1.778 3.018 0.0483 0.0031 0.0494 0.105
H -0.922 4.039 -1.395 -0.0006 -0.0315 0.0263 0.114
H -0.373 5.802 -3.007 -0.0188 -0.0041 0.0166 0.100
H 1.837 6.910 -2.951 0.0086 -0.0161 -0.0131 0.096
H 3.521 6.183 -1.284 -0.0010 -0.0029 0.0109 0.102
H 2.974 4.418 0.332 0.0113 -0.0173 -0.0126 0.133
C 2.253 -2.142 -6.665 0.0053 0.0348 0.0812 -0.053
C 2.616 -1.482 -5.363 0.0559 -0.0555 -0.0039 -0.266
C 3.920 -1.517 -4.881 -0.1241 0.0102 -0.0010 -0.032
C 4.245 -0.909 -3.679 0.0904 -0.0205 0.0911 -0.044
C 3.265 -0.245 -2.963 0.0219 0.1051 0.1888 -0.269
C 1.960 -0.187 -3.432 -0.0751 0.0006 0.0694 -0.041
C 1.641 -0.818 -4.620 0.0197 0.0546 0.0231 -0.020
S 3.738 0.616 -1.473 0.8698 0.3405 0.3129 0.646
O 3.090 1.918 -1.532 -0.2963 -0.1112 0.1306 -0.301
O 5.179 0.624 -1.477 -0.0259 -0.2163 -0.0799 -0.297
N 3.216 -0.120 -0.118 -0.3434 0.4323 -0.7877 -0.172
C 3.518 -1.552 -0.148 -0.1080 -0.0070 -0.1193 -0.145
C 2.411 -2.280 -0.914 0.1153 -0.2725 -0.1715 -0.631
O 2.589 -3.373 -1.428 -0.0118 0.1374 0.1350 0.056
O 1.284 -1.635 -0.952 -0.1059 0.3794 0.2710 -0.073
H 3.061 -2.784 -7.013 -0.0184 -0.0116 -0.0410 0.071
H 2.052 -1.392 -7.433 0.0052 -0.0185 -0.0241 0.081
H 1.352 -2.745 -6.549 0.0031 -0.0215 -0.0303 0.080
H 4.689 -2.029 -5.448 -0.0066 -0.0225 0.0059 0.109
H 5.253 -0.930 -3.287 0.0103 0.0013 -0.0516 0.112
H 1.198 0.331 -2.865 -0.0398 0.0334 -0.0324 0.117
H 0.617 -0.799 -4.974 -0.0061 0.0100 0.0002 0.120
H 3.518 -1.939 0.873 0.1061 0.0455 -0.0024 0.131
H 4.487 -1.739 -0.611 -0.0134 -0.1522 0.0929 0.122
C -4.162 -4.772 2.138 0.0232 0.0791 -0.0894 -0.050
C -3.005 -3.850 2.409 0.0113 -0.0291 0.0102 -0.269
C -3.182 -2.634 3.048 0.0160 -0.0573 -0.0032 -0.018
C -2.120 -1.758 3.250 0.0543 0.0408 0.0706 -0.205
C -2.374 -0.465 3.979 0.0257 -0.0655 -0.0413 -0.032
C -0.851 -2.110 2.786 -0.2044 0.0530 -0.0592 -0.052
C -0.639 -3.359 2.195 -0.0013 -0.0848 -0.0595 -0.195
C 0.729 -3.819 1.774 0.0155 0.1359 -0.1239 -0.012
C -1.722 -4.205 2.008 -0.0082 0.0349 0.0943 -0.015
C 0.254 -1.094 2.878 0.2091 0.1838 -0.0242 -0.518
O 0.567 -0.566 3.925 -0.0339 -0.0202 0.0786 0.088
O 0.835 -0.816 1.735 0.0449 -0.3319 0.5509 0.033
H -5.056 -4.455 2.675 -0.0036 -0.0189 0.0136 0.073
H -3.922 -5.798 2.422 -0.0310 -0.0079 0.0145 0.075
H -4.391 -4.767 1.069 -0.0426 -0.0303 -0.0001 0.063
H -4.173 -2.342 3.378 -0.0082 0.0095 -0.0127 0.116
H -3.423 -0.182 3.893 -0.0367 0.0146 -0.0242 0.072
H -1.753 0.346 3.603 -0.0510 0.0706 0.0199 0.072
H -2.135 -0.589 5.038 0.0324 0.0803 -0.0067 0.089
H 1.500 -3.454 2.454 0.0130 -0.0183 -0.0037 0.091
H 0.964 -3.447 0.777 -0.0107 -0.0224 -0.0116 0.064
H 0.774 -4.907 1.745 0.0068 -0.0069 0.0200 0.082
H -1.564 -5.168 1.532 0.0327 -0.0108 0.0149 0.119
N -0.654 -3.258 -2.124 0.3252 0.1660 0.0499 0.117
C -1.701 -2.747 -1.447 -0.7491 -0.2154 -0.0981 -0.664
N -1.664 -1.733 -0.662 0.2375 0.2007 0.0493 0.130
C -2.927 -1.368 -0.240 -0.4070 -0.3201 -0.1533 -0.292
C -3.235 -0.287 0.577 0.0695 0.0526 -0.0686 -0.015
C -4.558 -0.012 0.871 0.0891 0.0107 0.0353 -0.086
C -5.587 -0.816 0.388 -0.1311 -0.0444 0.0601 -0.110
C -5.304 -1.923 -0.398 0.0256 -0.0290 -0.0203 -0.117
C -3.980 -2.179 -0.712 0.1294 0.0392 0.0353 -0.498
S -3.334 -3.437 -1.730 0.2706 0.1250 0.0983 1.016
H 0.246 -2.857 -1.847 -0.1272 -0.2353 -0.0960 0.061
H -0.688 -4.207 -2.447 0.0183 -0.0226 0.0445 0.089
H -2.439 0.343 0.938 0.0464 0.0953 0.0214 0.096
H -4.787 0.848 1.487 -0.0296 0.0079 -0.0146 0.103
H -6.617 -0.571 0.619 -0.0001 -0.0341 0.0259 0.092
H -6.090 -2.565 -0.776 -0.0500 0.0458 0.0162 0.099
```
Forces are in eV/Å.

Summary:
Energy relative to the best compared isomer or geometry (same formula, charge and spin) in eV: 0.620
Total charge: -1
Molecular weight in g/mol: 837.6
Total energy in Ha: -5109.38883
HOMO-LUMO gap in eV: 7.83